The following is a DFT calculation (ωB97M-V/def2-TZVPD) of the molecule C4H11NO.

Geometry as XYZ:
```
17
Properties=species:S:1:pos:R:3:forces:R:3
O -0.6566 -0.9946 1.2125 -2.041 0.058 2.446
N 1.4995 -0.7331 -0.3559 -0.195 2.842 1.423
C -2.2937 0.1982 -0.3710 2.438 -0.263 -1.312
C 2.3489 0.3838 0.2474 2.115 -1.558 1.278
C -0.8811 0.1131 0.3355 -0.711 -0.259 -1.275
C 0.1448 -0.1863 -0.8046 2.030 -1.491 -1.911
H -2.3186 1.1062 -0.9415 0.167 1.198 0.156
H -1.2179 -0.9482 2.0813 1.444 0.151 -2.655
H 1.3345 -1.2488 0.5078 -0.410 -0.594 -0.606
H -0.1631 -1.1309 -1.4880 -0.226 2.428 1.576
H -3.1255 0.2217 0.2618 -1.247 -0.421 0.993
H 2.1890 0.5940 1.4323 0.149 -0.394 -2.836
H -0.7475 1.0623 0.8983 0.385 -0.440 -0.495
H 3.4655 0.0353 0.1055 -2.007 0.539 0.670
H 2.3506 1.3025 -0.3214 -0.612 0.306 -0.082
H -2.3565 -0.4590 -1.2598 -0.242 -0.663 1.101
H 0.4276 0.6841 -1.5403 -1.039 -1.439 1.528
```
Positions in Å, forces in eV/Å.

Output
E	-288.922369	Eh
frontier orbital gap	0.3562	hartree
SMILES string	CNC[C@@H](C)O
LUMO	0.751	eV
E_HOMO	-8.943	eV
energy above the lowest of the compared OMol25 structures with the same formula, charge and spin	59.4	kcal/mol